The following is a quantum chemistry calculation of a cluster of 16 separate species, C64H154N26O16 in total in a non-equilibrium geometry, from the OMol25 dataset.

```
260
Properties=species:S:1:pos:R:3:lowdin_charge:R:1
C 5.87987 3.24278 0.73911 -0.01
C 4.59794 4.01278 1.16525 -0.47
C 5.03899 5.33127 1.83056 -0.16
C 5.44188 6.45551 0.90651 -0.17
C 4.25606 6.67185 -0.06347 -0.13
C 3.98418 5.39130 -0.85121 -0.52
N 3.61464 4.32276 0.09501 -0.06
O 3.23808 3.17433 -0.67356 -0.04
C 2.80970 5.62272 -1.76154 -0.08
C 5.06023 5.04543 -1.94542 -0.02
C 3.81780 3.11589 2.15693 -0.02
H 6.55322 3.19868 1.59974 0.09
H 6.46848 3.79233 -0.05021 0.08
H 5.65176 2.26451 0.30448 0.07
H 4.29225 5.78711 2.49286 0.13
H 5.80969 5.14831 2.55501 0.11
H 6.41140 6.46616 0.37558 0.12
H 5.47568 7.32721 1.60822 0.12
H 4.46683 7.45596 -0.80270 0.12
H 3.31681 6.92981 0.41565 0.12
H 1.94272 5.81798 -1.06086 0.10
H 2.94269 6.52096 -2.42352 0.10
H 2.52055 4.75672 -2.38863 0.06
H 5.03429 5.85273 -2.66689 0.07
H 6.05017 4.99900 -1.58146 0.04
H 4.82345 4.05909 -2.34803 0.07
H 3.86292 2.09667 1.77085 0.07
H 2.77165 3.39879 2.11817 0.07
H 4.24466 3.27596 3.12612 0.08
H 2.36597 3.00880 -0.32236 0.05
C 3.99264 5.19098 -5.94465 -0.04
C 2.85857 4.15946 -6.01358 -0.43
C 3.24948 2.86240 -5.17003 -0.13
C 2.09260 1.92518 -5.06209 -0.22
C 0.95053 2.57980 -4.40906 -0.15
C 0.45484 3.83803 -5.13762 -0.48
N 1.60482 4.78985 -5.38542 -0.10
O 1.14808 5.85107 -6.14561 -0.04
C -0.33100 3.43556 -6.39104 -0.01
C -0.41983 4.62734 -4.16595 -0.03
C 2.65454 3.73453 -7.55116 -0.03
H 3.49092 6.07250 -6.40999 0.08
H 4.87849 5.03771 -6.63931 0.10
H 4.27542 5.42298 -4.94331 0.05
H 4.07042 2.37225 -5.72673 0.13
H 3.48728 3.26788 -4.17706 0.10
H 2.44015 1.03524 -4.48564 0.12
H 1.83076 1.62131 -6.06196 0.10
H 1.26692 2.84881 -3.40453 0.11
H 0.07689 1.94285 -4.37132 0.10
H 0.19950 2.70176 -7.04628 0.08
H -1.25113 2.98831 -6.00665 0.07
H -0.66783 4.32736 -6.87064 0.07
H 0.23660 5.10171 -3.38800 0.10
H -1.02684 5.35995 -4.63534 0.07
H -1.07694 4.01371 -3.58477 0.05
H 2.12670 2.83004 -7.76982 0.04
H 3.63926 3.55951 -8.02423 0.08
H 2.15455 4.58963 -8.01848 0.08
H 1.36843 6.64274 -5.61938 0.12
C 5.43784 -5.41595 2.33773 0.00
C 5.33644 -4.76568 0.89566 -0.40
C 5.67741 -5.71198 -0.34447 -0.12
C 4.60096 -6.70538 -0.73498 -0.21
C 3.26171 -6.05127 -0.89183 -0.15
C 2.81077 -5.30439 0.33520 -0.48
N 3.88474 -4.24223 0.60569 -0.08
O 3.43926 -3.35106 1.62087 -0.08
C 1.48352 -4.58350 0.10095 -0.03
C 2.48235 -6.19424 1.51795 -0.03
C 6.23330 -3.55475 0.81857 -0.05
H 5.18725 -6.43924 2.39200 0.05
H 4.74120 -4.88148 2.98319 0.06
H 6.43857 -5.14497 2.76491 0.09
H 5.91363 -5.05919 -1.21565 0.12
H 6.56207 -6.31627 -0.17542 0.11
H 4.63460 -7.52026 -0.03625 0.10
H 4.87052 -7.28196 -1.63051 0.12
H 2.54689 -6.82100 -1.21599 0.13
H 3.36899 -5.31562 -1.70065 0.12
H 0.87904 -5.22812 -0.50720 0.07
H 0.98950 -4.34904 1.02485 0.06
H 1.56356 -3.56763 -0.33138 0.07
H 1.51157 -6.77210 1.44482 0.12
H 3.24199 -6.93774 1.75847 0.07
H 2.38060 -5.52870 2.31158 0.02
H 6.14154 -3.08614 -0.14831 0.08
H 7.27296 -3.75769 0.94937 0.08
H 5.99946 -2.85236 1.57862 0.07
H 3.67541 -2.43278 1.36083 0.05
C -4.34645 -5.74533 -6.06405 -0.06
C -3.24355 -5.98853 -5.06554 -0.49
C -1.87544 -5.70924 -5.80780 -0.13
C -0.68945 -5.52561 -4.89397 -0.18
C -1.11122 -4.45239 -3.85596 -0.14
C -2.43231 -4.67311 -3.05329 -0.51
N -3.46635 -4.88468 -4.02592 -0.12
O -4.73042 -5.04538 -3.48363 -0.02
C -2.13117 -5.74407 -2.01479 -0.01
C -2.60104 -3.31144 -2.31159 -0.02
C -3.34180 -7.41896 -4.61227 -0.04
H -4.32076 -6.58493 -6.80136 0.09
H -4.46902 -4.86230 -6.58657 0.06
H -5.33094 -6.12916 -5.67184 0.10
H -1.69875 -6.46604 -6.57423 0.12
H -2.05366 -4.69584 -6.25744 0.13
H 0.18727 -5.12492 -5.39753 0.11
H -0.31900 -6.46848 -4.43423 0.11
H -1.16286 -3.53140 -4.39199 0.09
H -0.29160 -4.29026 -3.10790 0.12
H -1.24970 -5.40996 -1.49274 0.07
H -2.94683 -5.92276 -1.29589 0.09
H -1.92442 -6.66601 -2.55425 0.06
H -3.26647 -3.30951 -1.47538 0.06
H -1.74389 -2.83584 -1.94111 0.05
H -3.15654 -2.60538 -2.94939 0.08
H -2.46893 -7.82850 -4.14739 0.07
H -3.50590 -8.05806 -5.49394 0.09
H -4.23509 -7.61530 -4.01546 0.09
H -4.55347 -5.81513 -2.87266 0.11
C -0.56712 3.45765 -0.11744 0.00
C -0.93737 2.49276 1.02620 -0.49
C -2.43104 1.94693 0.95952 -0.12
C -2.61954 1.06127 -0.26143 -0.14
C -1.72060 -0.21633 0.01253 -0.11
C -0.26425 0.13320 0.20713 -0.51
N -0.12344 1.26859 1.11123 -0.07
O 1.23136 1.68811 1.18751 -0.06
C 0.34003 -1.06913 0.94913 0.00
C 0.31655 0.39342 -1.17311 -0.02
C -0.90323 3.19402 2.35683 -0.03
H -1.30629 4.29081 -0.20552 0.11
H -0.72798 2.93642 -1.05224 0.04
H 0.42765 3.76049 0.08716 0.05
H -2.62738 1.42284 1.89789 0.11
H -3.14670 2.77985 1.00282 0.12
H -2.33748 1.62973 -1.13325 0.08
H -3.68881 0.80857 -0.36755 0.09
H -1.84657 -0.86997 -0.83752 0.09
H -2.22322 -0.70326 0.85703 0.12
H -0.29997 -1.05207 1.86272 0.06
H 0.17409 -1.94847 0.39975 0.05
H 1.46910 -0.88517 1.13412 0.11
H 1.37210 0.62005 -1.10285 0.05
H 0.27894 -0.45586 -1.91392 0.10
H -0.08190 1.30683 -1.68774 0.06
H 0.10783 3.63635 2.58265 0.10
H -1.06046 2.42540 3.07250 0.06
H -1.64323 3.97754 2.33869 0.09
H 1.50426 1.47229 2.13641 0.09
C 0.23240 -0.10507 4.63343 -0.01
C 1.61844 0.23319 5.27544 -0.48
C 1.84244 1.78610 5.08097 -0.15
C 0.97170 2.59567 6.00035 -0.17
C 1.36262 2.15203 7.47621 -0.09
C 1.17047 0.57236 7.68642 -0.50
N 2.03837 0.01800 6.62503 -0.08
O 2.05620 -1.44171 6.76377 -0.06
C 1.89949 0.27118 8.97177 -0.05
C -0.32951 0.21469 7.71530 -0.01
C 2.64969 -0.43817 4.33474 -0.04
H 0.44113 -0.37789 3.59716 0.05
H -0.53246 0.68704 4.68145 0.07
H -0.26146 -0.93518 5.11746 0.06
H 2.90317 1.96487 5.30066 0.12
H 1.70375 2.01689 4.00429 0.09
H -0.12458 2.45536 5.76955 0.10
H 1.21388 3.63521 5.95341 0.10
H 0.75472 2.67763 8.21173 0.11
H 2.44751 2.41118 7.57577 0.12
H 2.93501 0.55642 8.90996 0.08
H 1.36927 0.85339 9.76988 0.10
H 1.77397 -0.77179 9.27029 0.08
H -0.92745 0.77759 6.99301 0.06
H -0.48254 -0.79802 7.37565 0.07
H -0.59092 0.45908 8.75609 0.08
H 3.70827 -0.28742 4.64762 0.11
H 2.57015 0.09635 3.42786 0.04
H 2.45944 -1.48464 4.02003 0.07
H 3.02401 -1.59040 6.69148 0.11
C 3.83719 -0.92756 -0.62329 -0.65
O 3.92279 -0.88421 0.59311 0.01
N 3.96849 0.18284 -1.39167 0.18
N 3.46907 -2.06641 -1.30167 0.18
H 4.24543 1.04182 -0.90212 0.09
H 4.02878 0.07545 -2.38094 0.09
H 3.72165 -2.93959 -0.79871 0.07
H 3.51549 -2.07945 -2.26671 0.07
C -2.64742 -3.79894 2.66126 -0.57
O -3.74626 -3.24732 2.56768 -0.04
N -1.47130 -3.13388 2.77717 0.21
N -2.48885 -5.22460 2.53478 0.16
H -0.65295 -3.66297 3.03721 0.06
H -1.48524 -2.17981 2.82982 0.04
H -3.31480 -5.79133 2.35979 0.10
H -1.68144 -5.70750 2.80014 0.04
C -2.56393 3.40512 8.71064 -0.62
O -2.19379 2.38627 9.29701 0.01
N -2.73274 4.66023 9.41172 0.11
N -2.57608 3.53491 7.35235 0.15
H -2.50716 5.45752 8.85050 0.07
H -2.18715 4.55185 10.25195 0.08
H -3.16268 4.25934 6.91785 0.11
H -2.60784 2.60555 6.88678 0.10
C -6.78060 0.89897 -3.32053 -0.61
O -7.57947 0.07895 -2.94960 0.04
N -6.85342 1.69257 -4.52790 0.12
N -5.58739 1.19644 -2.71688 0.18
H -7.83386 1.83727 -4.85431 0.11
H -6.46887 2.61673 -4.49953 0.04
H -4.81672 1.57449 -3.27475 0.04
H -5.26423 0.47334 -2.13341 0.04
C -5.12892 4.65812 -3.14047 -0.66
O -6.04306 5.18589 -2.53272 0.01
N -4.05862 4.02529 -2.49943 0.16
N -5.04262 4.67893 -4.51869 0.15
H -4.20336 3.75648 -1.50557 0.11
H -3.19625 3.62900 -2.85553 0.05
H -4.38458 4.10032 -5.00676 0.08
H -5.52461 5.42462 -5.01852 0.11
C -5.90490 -2.16450 -0.50150 -0.59
O -5.05752 -1.27653 -0.64417 -0.02
N -5.65579 -3.05808 0.60724 0.16
N -7.11449 -2.21010 -1.14071 0.16
H -4.70952 -3.18380 0.89627 0.03
H -6.31601 -3.69951 0.85476 0.04
H -7.34041 -1.40016 -1.81288 0.09
H -7.73541 -2.98848 -1.14755 0.08
C -6.55861 3.02132 1.00179 -0.59
O -6.20190 2.87461 2.16351 -0.01
N -6.63231 4.32761 0.52610 0.15
N -6.78381 1.84296 0.16889 0.15
H -6.28293 4.94113 1.21623 0.08
H -6.63135 4.49651 -0.48760 0.07
H -6.69478 0.94372 0.62216 0.08
H -7.54727 1.90094 -0.43312 0.05
C -3.19268 0.62849 -4.63955 -0.64
O -3.25604 1.87369 -4.37507 -0.07
N -2.08143 -0.09832 -4.40315 0.19
N -4.19653 0.01479 -5.28661 0.18
H -1.51292 0.25697 -3.65487 0.08
H -2.18596 -1.11388 -4.40715 0.09
H -4.16016 -0.95970 -5.56545 0.12
H -5.00147 0.58766 -5.56677 0.10
C 1.23241 -4.58719 4.62256 -0.66
O 0.36505 -5.16118 3.90133 -0.05
N 1.25168 -4.63977 5.95244 0.19
N 2.18815 -3.93227 4.00779 0.19
H 1.61664 -3.86162 6.46464 0.08
H 0.52935 -5.14901 6.43535 0.12
H 2.98804 -3.79476 4.54428 0.09
H 2.33427 -3.77065 3.02288 0.06
C -3.77158 -0.19926 4.59020 -0.62
O -3.53141 0.91082 5.09238 0.00
N -4.55776 -0.56661 3.46976 0.18
N -3.21655 -1.32485 5.07779 0.14
H -4.98634 0.13400 2.96828 0.05
H -4.54860 -1.53947 3.20492 0.05
H -2.57611 -1.24326 5.84056 0.08
H -3.65549 -2.26647 5.04893 0.12
```

- E_LUMO (eV) = 0.10
- calculated total energy (eV) = -140370.8794
- gap between HOMO and LUMO (eV) = 8.497
- relative energy (zero: lowest compared OMol25 entry of this formula, charge and spin) (kJ/mol) = 80.4
- charge = 0